No. 1
The following is a DFT calculation (ωB97M-V/def2-TZVPD) of 8 unconnected molecules or ions with the total composition C31H37BF7O22P.

relative energy (zero: lowest compared OMol25 entry of this formula, charge and spin)	0.3310	eV
charge	0
2S+1	1
HOMO level	-8.48	eV
orbital gap	8.7	eV
structure (SMILES)	CB(O)PCCCc1ccccc1.O=C1OC[C@@H](F)O1.O=C1OC[C@@H](F)O1.O=C1OC[C@@H](F)O1.O=C1OC[C@@H](F)O1.O=C1OC[C@@H](F)O1.O=C1OC[C@@H](F)O1.O=C1OC[C@@H](F)O1
total energy	-106780.8119	eV

XYZ file:
```
99
C31H37BF7O22P, DFT ωB97M-V/def2-TZVPD
P 3.097 -0.750 -2.780
F 4.940 0.042 -5.064
F -1.927 -6.327 -2.108
F -4.153 1.325 4.071
F -0.089 -5.109 2.386
F 4.387 -1.968 -0.077
F -8.989 6.828 5.328
F 0.457 -0.462 2.012
O 1.453 -2.324 3.692
O 5.833 -5.101 -0.154
O -0.585 1.201 3.144
O 3.833 -4.156 0.021
O 3.987 -6.390 -0.229
O -4.107 4.232 2.199
O -5.036 2.212 2.183
O -6.528 5.377 3.389
O -5.679 3.756 0.674
O -4.728 6.539 4.097
O -6.801 7.070 4.809
O 3.596 -2.847 3.224
O 1.076 1.933 4.419
O -1.065 -2.523 0.032
O 4.388 0.423 -7.222
O 5.314 2.419 -7.538
O 3.986 1.552 -9.137
O -1.761 -4.226 -1.280
O 0.202 -4.348 -0.260
O 4.081 1.951 -2.757
O 1.950 -4.319 2.866
O -1.007 2.716 4.762
C -2.970 2.050 -2.270
C -0.246 2.023 4.176
C -8.091 6.772 4.315
C -1.822 1.448 -2.730
C 1.851 -1.587 -1.702
C -0.151 -0.380 -2.825
C 5.395 0.541 -6.235
C 4.505 1.477 -8.081
C -3.872 2.093 2.987
C 5.626 2.039 -6.194
C 2.588 1.486 -0.761
C -5.009 3.443 1.602
C 0.613 -4.423 3.311
C 0.606 0.797 2.483
C -3.802 1.360 -1.415
C -1.478 0.159 -2.345
C -2.344 -0.522 -1.513
C 4.500 -5.329 -0.131
C -3.506 0.072 -1.053
C -0.891 -3.593 -0.452
C -1.069 -5.302 -1.899
C -7.906 5.367 3.779
C -3.586 3.534 3.345
C 1.624 0.886 3.605
C -5.892 6.346 4.094
C 4.765 -3.166 0.437
C 2.443 -3.130 3.271
C -0.007 -5.628 -0.866
C 6.057 -3.682 -0.164
C 0.197 -2.964 3.391
C 0.373 -1.629 -2.137
B 3.291 1.020 -2.083
H -0.386 -6.328 -0.121
H 3.081 2.351 -0.340
H -0.193 -1.846 -1.246
H 0.920 -6.008 -1.286
H 2.431 -0.521 -3.992
H -0.538 -2.758 4.162
H -8.538 5.138 2.926
H -4.138 3.837 4.234
H 6.642 2.320 -5.941
H 0.562 0.427 -2.743
H 6.175 -3.338 -1.193
H -4.134 -0.473 -0.377
H 0.791 1.466 1.642
H 1.917 -1.190 -0.702
H -3.093 1.600 2.407
H 3.549 2.397 -3.418
H 6.268 -0.038 -6.542
H -3.193 3.063 -2.542
H -8.367 7.513 3.564
H -1.151 1.994 -3.366
H -0.683 -4.968 -2.863
H 2.624 1.142 3.271
H 4.932 2.521 -5.506
H -2.539 3.756 3.481
H 2.195 -2.607 -1.631
H 1.652 -0.043 4.176
H 4.733 -3.092 1.524
H -8.061 4.622 4.560
H -2.126 -1.518 -1.184
H 0.237 -2.488 -2.779
H 0.588 -4.964 4.258
H 2.524 0.720 0.002
H -4.674 1.858 -1.034
H 1.569 1.777 -0.995
H -0.168 -2.611 2.424
H -0.263 -0.586 -3.881
H 6.940 -3.428 0.414
```

Atomic partial charges in e from the Löwdin method, atoms 1 to 4: number 1, P, carries 0.987; number 2, F, carries 0.033; number 3, F, carries 0.085; number 4, F, carries 0.074

No. 2
The following is a DFT calculation (ωB97M-V/def2-TZVPD) of a molecular structure, H3O6.

relative energy (zero: lowest compared OMol25 entry of this formula, charge and spin)	1.9902	eV
charge	+1
2S+1	1
HOMO level (spin up / spin down)	-16.41 / -16.41	eV
orbital gap (spin up / spin down)	7.9 / 7.9	eV
total energy	-12310.0936	eV

XYZ file:
```
9
H3O6, DFT ωB97M-V/def2-TZVPD
O 1.033 0.270 -1.307
O 0.457 -0.471 -0.488
O -1.774 -0.399 0.856
O -1.294 -0.655 -0.320
O 0.478 1.440 -1.337
O 0.690 -0.102 1.129
H -1.901 -1.174 1.445
H 1.196 1.992 -1.488
H 1.115 -0.902 1.511
```

Atomic partial charges in e from the Löwdin method, atoms 1 to 4: number 1, O, carries 0.033; number 2, O, carries -0.026; number 3, O, carries 0.172; number 4, O, carries 0.137

No. 3
The following is a DFT calculation (ωB97M-V/def2-TZVPD) of 8 unconnected molecules or ions with the total composition C8H32N10O8.

relative energy (zero: lowest compared OMol25 entry of this formula, charge and spin)	6.2898	eV
charge	0
2S+1	1
HOMO level	-8.23	eV
orbital gap	7.5	eV
structure (SMILES)	NC(N)=O.NC(N)=O.NC(N)=O.NC(N)=O.NC(N)=O.CO.CO.CO
total energy	-40093.7444	eV

XYZ file:
```
58
C8H32N10O8, DFT ωB97M-V/def2-TZVPD
O 1.095 -2.561 3.083
O 2.625 -1.088 0.922
O -3.026 4.383 1.150
O -1.911 0.000 -2.777
O 1.870 1.663 -1.345
O -2.887 -0.685 1.538
O 0.843 1.098 2.108
O -3.513 2.081 -1.853
N -0.929 3.687 1.960
N 1.566 -2.822 -0.108
N 1.310 -0.849 -1.007
N -1.207 -2.182 0.681
N -0.970 0.008 0.313
N -1.490 2.867 0.074
N 4.127 2.392 -1.215
N -0.554 -1.398 -4.078
N 3.471 1.485 -3.096
N -1.035 -2.072 -2.081
C 1.843 -1.590 -0.086
C 0.905 0.841 3.488
C -1.173 -1.140 -2.978
C -1.870 3.643 1.050
C -4.583 1.561 -1.153
C 1.459 -3.736 3.663
C -1.670 -0.964 0.867
C 3.146 1.824 -1.909
H -4.195 0.993 -0.324
H 4.414 1.311 -3.515
H 5.060 2.466 -1.529
H -0.581 -2.994 -2.289
H 1.096 -3.360 -0.839
H -0.223 -2.349 0.444
H -2.992 1.335 -2.193
H 3.874 2.303 -0.179
H -0.195 -2.309 -4.304
H 0.482 -0.140 3.684
H -1.179 4.140 2.873
H -1.354 -1.858 -1.127
H 1.438 -2.527 2.182
H -5.250 0.925 -1.750
H 0.639 -1.254 -1.706
H -1.745 -2.931 1.088
H 1.028 -3.931 4.642
H 2.555 -3.821 3.854
H 0.294 1.615 3.926
H -2.250 2.883 -0.684
H -0.552 2.728 -0.251
H -5.080 2.425 -0.659
H 2.200 -3.425 0.441
H -0.267 2.895 2.060
H -1.394 0.942 0.235
H 1.369 -4.452 2.852
H 0.055 0.694 1.720
H -0.153 -0.089 -0.306
H 1.878 0.968 3.892
H 2.686 0.993 -3.558
H -0.641 -0.772 -4.836
H 1.547 0.158 -1.050
```

Atomic partial charges in e from the Löwdin method, atoms 1 to 4: number 1, O, carries -0.120; number 2, O, carries -0.073; number 3, O, carries -0.119; number 4, O, carries -0.070